No. 1
# C3H7S

2 unconnected molecules or ions with the total composition C3H7S (ωB97M-V/def2-TZVPD, OMol25).

Its spin multiplicity is 2. As for the lowest unoccupied orbital energy (alpha / beta): 6.9 / 6.9 eV. As for the expectation value of S²: 0.7506. The total charge is -2. Its frontier orbital gap (alpha / beta) is 3.044 / 7.218 eV.

The geometry in XYZ format:
```
11
Properties=species:S:1:pos:R:3:mulliken_spin:R:1
S -4.24 -0.82 -0.69 0.02
H -4.02 -1.84 -1.54 0.00
C 1.59 0.30 1.21 2.47
C 1.06 0.48 -0.18 0.69
C -0.14 0.21 -0.68 0.08
H 1.06 -0.51 1.73 -0.50
H 1.43 1.22 1.77 -0.60
H 2.66 0.05 1.22 -0.67
H 1.79 0.94 -0.85 -0.60
H -0.35 0.48 -1.72 0.12
H -0.84 -0.51 -0.29 -0.01
```

---

No. 2
# C2H4N2S

2 unconnected molecules or ions with the total composition C2H4N2S (ωB97M-V/def2-TZVPD, OMol25).

As for the lowest unoccupied orbital energy: 0.5 eV. The total charge is 0. Its frontier orbital gap is 10.527 eV.

The geometry in XYZ format:
```
9
Properties=species:S:1:pos:R:3:mulliken_charge:R:1
C -3.39 0.29 0.42 -0.22
C 1.26 -0.23 0.00 0.18
N -2.38 0.77 0.08 -0.14
N 1.08 0.93 0.45 -0.60
S 0.04 -1.42 -0.03 -0.12
H 0.67 -2.33 -0.60 0.11
H 2.28 -0.72 -0.48 0.21
H -1.41 1.10 -0.16 0.33
H 1.86 1.61 0.31 0.24
```

---

No. 3
# C19H22ClN3O3

A single C19H22ClN3O3 molecule (ωB97M-V/def2-TZVPD, OMol25).

As for the lowest unoccupied orbital energy: 0.6 eV. The total charge is 0. Its frontier orbital gap is 9.745 eV.

The geometry in XYZ format:
```
48
Properties=species:S:1:pos:R:3:mulliken_charge:R:1
C 3.20 1.81 -4.30 -1.23
C 2.16 2.81 -3.80 -0.12
C 1.04 2.15 -3.07 0.84
C -0.12 2.78 -2.54 -1.44
C -0.81 1.76 -1.95 0.72
C -2.08 1.71 -1.18 -0.80
N -1.91 0.92 0.02 -0.07
C -2.63 -0.21 0.25 -0.26
O -3.60 -0.52 -0.40 -0.70
C -2.05 -1.03 1.39 1.34
C -3.11 -1.76 2.23 -0.94
C -2.53 -3.05 2.84 -0.83
C -1.03 -3.02 3.02 0.83
O -0.47 -3.33 4.05 -0.69
N -0.36 -2.67 1.89 0.17
C 1.09 -2.52 1.90 -1.07
C 1.47 -1.10 1.57 0.24
C 2.09 -0.79 0.36 -0.37
C 2.32 0.52 0.00 -0.59
C 1.91 1.54 0.84 0.45
Cl 2.13 3.19 0.36 -0.21
C 1.33 1.25 2.07 -0.80
C 1.12 -0.07 2.43 -0.34
C -1.11 -2.10 0.80 -1.21
O -0.12 0.62 -2.12 0.02
N 1.02 0.87 -2.80 -0.63
H 2.73 1.07 -4.95 0.32
H 3.64 1.28 -3.46 0.26
H 3.98 2.32 -4.84 0.39
H 1.74 3.36 -4.65 0.33
H 2.62 3.54 -3.13 0.21
H -0.38 3.82 -2.59 0.39
H -2.39 2.73 -0.93 0.31
H -2.88 1.23 -1.76 0.45
H -1.07 1.09 0.55 0.12
H -1.45 -0.39 2.04 0.17
H -3.96 -2.00 1.58 0.30
H -3.46 -1.10 3.02 0.37
H -2.75 -3.90 2.18 0.34
H -2.99 -3.25 3.80 0.36
H 1.53 -3.21 1.18 0.31
H 1.41 -2.80 2.91 0.47
H 2.38 -1.58 -0.31 0.34
H 2.79 0.75 -0.95 0.53
H 1.04 2.06 2.73 0.44
H 0.67 -0.30 3.38 0.46
H -0.42 -1.66 0.07 0.52
H -1.71 -2.86 0.28 0.30
```

---

No. 4
# C22H21N3O4S

A single C22H21N3O4S molecule (ωB97M-V/def2-TZVPD, OMol25).

As for the lowest unoccupied orbital energy: 0.0 eV. The total charge is 0. Its frontier orbital gap is 8.009 eV.

The geometry in XYZ format:
```
51
Properties=species:S:1:pos:R:3:mulliken_charge:R:1
O 2.51 -0.84 -4.55 -0.66
C 1.59 -0.35 -3.92 0.05
C 1.62 -0.33 -2.42 0.14
C 2.48 0.55 -1.76 -0.45
C 2.57 0.52 -0.38 -1.08
C 1.82 -0.39 0.35 0.55
C 1.92 -0.42 1.82 0.80
O 2.62 0.33 2.46 -0.67
N 1.14 -1.39 2.45 0.11
C 1.19 -1.44 3.91 -1.83
C -0.04 -0.82 4.52 0.52
C -0.35 0.50 4.23 -0.39
C -1.48 1.12 4.75 -1.14
C -2.28 0.37 5.58 1.04
C -1.97 -0.95 5.88 0.96
C -0.86 -1.57 5.37 -1.11
O -2.91 -1.46 6.73 -0.50
C -3.84 -0.42 6.94 -0.25
O -3.43 0.73 6.22 -0.49
C 0.33 -2.27 1.80 0.14
S -0.57 -3.42 2.56 -0.34
N 0.26 -2.18 0.44 -0.08
C 0.98 -1.29 -0.31 0.41
C 0.87 -1.25 -1.70 -0.42
N 0.49 0.17 -4.49 0.14
C -0.58 0.83 -3.77 -0.65
C -1.15 1.99 -4.59 -0.72
C -0.02 2.64 -5.38 -0.59
C 0.51 1.67 -6.44 -0.62
C 0.38 0.22 -5.94 -0.93
H 3.07 1.24 -2.34 0.52
H 3.23 1.20 0.15 0.49
H 2.09 -0.89 4.21 0.44
H 1.27 -2.49 4.21 0.57
H 0.31 1.07 3.58 0.44
H -1.72 2.15 4.52 0.43
H -0.63 -2.60 5.60 0.43
H -4.84 -0.73 6.60 0.25
H -3.89 -0.18 8.02 0.24
H -0.34 -2.86 -0.01 0.30
H 0.22 -1.95 -2.21 0.44
H -1.37 0.11 -3.54 0.16
H -0.18 1.20 -2.82 0.50
H -1.62 2.71 -3.92 0.39
H -1.91 1.63 -5.28 0.35
H -0.37 3.56 -5.86 0.38
H 0.78 2.91 -4.69 0.27
H 1.55 1.89 -6.65 0.29
H -0.05 1.77 -7.37 0.36
H -0.59 -0.20 -6.22 0.37
H 1.17 -0.41 -6.35 0.42
```

---

No. 5
# C21H35N3O7S

A single C21H35N3O7S molecule (ωB97M-V/def2-TZVPD, OMol25).

As for the lowest unoccupied orbital energy: 0.6 eV. The total charge is 0. Its frontier orbital gap is 9.558 eV.

The geometry in XYZ format:
```
67
Properties=species:S:1:pos:R:3:mulliken_charge:R:1
C 3.55 1.25 7.13 -1.09
C 4.83 1.34 6.32 -0.26
O 4.65 0.80 5.00 -0.33
C 4.11 1.60 4.09 0.20
O 3.79 2.74 4.29 -0.60
C 3.99 0.89 2.75 0.30
C 3.27 -0.46 2.90 -1.16
C 1.79 -0.24 3.23 -0.67
N 1.16 0.55 2.20 0.05
C 0.18 0.20 1.34 0.33
O -0.19 0.96 0.46 -0.69
C -0.45 -1.19 1.50 0.25
C 0.45 -2.22 0.80 -0.75
C 0.13 -2.25 -0.69 -0.45
N -1.21 -2.77 -0.90 0.03
S -1.76 -2.47 -2.44 1.25
O -3.11 -2.95 -2.51 -0.71
O -0.79 -3.01 -3.33 -0.76
N -1.73 -0.79 -2.55 0.34
C -0.87 -0.24 -3.58 -1.27
C -1.52 -0.30 -4.96 -0.96
C -2.87 0.40 -4.95 1.10
C -3.76 -0.20 -3.84 -1.09
C -3.02 -0.14 -2.50 -1.16
O -2.69 1.79 -4.75 -0.45
C -3.72 2.47 -5.42 -0.39
C -4.29 1.42 -6.41 -0.47
O -3.49 0.28 -6.22 -0.57
C -2.14 -2.52 0.18 -1.15
C -1.85 -1.19 0.88 -0.80
C 1.77 1.87 2.07 -0.90
C 3.25 1.75 1.72 -1.01
H 2.78 1.87 6.69 0.30
H 3.20 0.22 7.17 0.29
H 3.74 1.59 8.15 0.40
H 5.15 2.38 6.23 0.32
H 5.63 0.74 6.76 0.33
H 5.02 0.70 2.41 0.40
H 3.74 -1.04 3.69 0.46
H 3.36 -1.01 1.97 0.47
H 1.30 -1.21 3.33 0.39
H 1.71 0.29 4.18 0.35
H -0.52 -1.44 2.56 0.70
H 0.29 -3.22 1.22 0.38
H 1.51 -1.97 0.92 0.16
H 0.81 -2.90 -1.24 0.37
H 0.21 -1.24 -1.10 0.24
H 0.05 -0.82 -3.58 0.57
H -0.66 0.80 -3.31 0.64
H -1.67 -1.34 -5.25 0.29
H -0.88 0.18 -5.70 0.46
H -3.97 -1.24 -4.09 0.30
H -4.70 0.35 -3.77 0.48
H -3.62 -0.63 -1.73 0.51
H -2.85 0.91 -2.21 0.58
H -3.29 3.33 -5.93 0.32
H -4.49 2.81 -4.72 0.25
H -5.34 1.20 -6.20 0.27
H -4.19 1.73 -7.45 0.34
H -2.07 -3.35 0.90 0.36
H -3.14 -2.54 -0.25 0.54
H -1.89 -0.39 0.14 0.22
H -2.60 -1.00 1.64 0.52
H 1.24 2.40 1.29 0.36
H 1.66 2.40 3.02 0.46
H 3.69 2.75 1.70 0.39
H 3.36 1.30 0.73 0.47
```

---

These records have F_max values of 1.15; 3.93; 1.22; 1.25; 1.13 eV/A, in the order they appear.
These records have energy values of -14055.847; -15951.846; -43195.764; -46651.725; -51983.800 eV, in the order they appear.
These records have ΔE to the lowest compared entry with this formula, charge and spin values of 4.18; 196.52; 82.16; 4.22; 20.77 kJ/mol, in the order they appear.